# 1
# C14H35NP2S2Sm

C14H35NP2S2Sm as an isolated structure (ωB97M-V with the def2-TZVPD basis set, the OMol25 dataset).

CARTESIAN COORDINATES (ANGSTROEM)
Sm 0.124 0.008 0.155
S -0.996 2.589 -0.264
S -0.861 -2.655 -0.117
C -2.823 2.419 -0.336
C -0.466 2.446 -2.042
C -0.857 1.173 -2.788
N -0.195 -0.059 -2.232
C -0.796 -1.351 -2.717
C -0.346 -2.562 -1.900
H 0.628 2.595 -2.033
H -0.912 3.318 -2.528
H -0.526 1.295 -3.825
H -1.952 1.029 -2.783
H -0.456 -1.516 -3.745
H -1.896 -1.259 -2.720
H 0.753 -2.671 -1.907
H -0.767 -3.475 -2.330
C -2.701 -2.537 -0.202
H 0.735 -0.048 -2.681
H -2.985 -1.682 -0.831
H -3.102 -2.411 0.819
H -3.079 -3.484 -0.627
H -3.204 2.332 0.696
H -3.079 1.518 -0.909
H -3.256 3.321 -0.807
C 5.299 0.208 -1.794
C 5.380 0.263 -0.460
H 5.249 1.111 -2.406
H 5.309 -0.742 -2.333
H 5.398 1.214 0.073
H 5.477 -0.641 0.144
C -1.380 -1.594 3.272
P -1.791 -0.174 2.173
C -3.547 0.041 2.642
C -0.825 1.213 2.961
C 0.674 1.014 3.264
P 2.001 0.763 1.938
C 3.509 1.267 2.803
C 2.113 -1.110 1.797
H -1.992 -2.458 2.967
H -1.655 -1.273 4.292
H -0.320 -1.904 3.263
H -3.639 0.079 3.739
H -3.992 0.957 2.212
H -4.108 -0.828 2.262
H -1.010 2.121 2.367
H -1.376 1.347 3.902
H 1.042 1.929 3.747
H 0.826 0.193 3.974
H 3.567 0.859 3.820
H 4.419 0.973 2.269
H 3.539 2.360 2.897
H 2.166 -1.499 2.819
H 1.332 -1.726 1.268
H 3.060 -1.322 1.282

Summary:
**Net charge**: +3
**Multiplicity**: 6
**Highest occupied orbital energy (spin up / spin down)**: -17.32 / -17.32 eV

# 2
# C14H36AsF6O12

C14H36AsF6O12 as an isolated structure at a distorted geometry (ωB97M-V with the def2-TZVPD basis set, the OMol25 dataset).

CARTESIAN COORDINATES (ANGSTROEM)
As 0.559 0.733 -0.807
F -0.342 -0.735 -1.203
F -0.912 1.620 -0.301
F 1.470 2.153 -0.257
F 2.152 0.018 -1.242
F 0.363 1.250 -2.482
F 0.831 -0.100 0.845
C 4.545 -2.235 0.099
O 3.394 -1.623 0.359
H 4.541 -3.204 0.600
H 4.665 -2.507 -0.950
H 5.423 -1.625 0.312
H 3.130 -1.042 -0.358
C -4.447 1.124 -1.080
O -3.238 0.963 -1.864
H -4.187 1.473 -0.081
H -5.109 1.865 -1.529
H -5.108 0.258 -1.044
H -2.576 1.326 -1.270
C -0.268 0.112 -5.526
O 0.934 -0.184 -4.904
H -0.368 0.043 -6.610
H -1.101 -0.491 -5.166
H -0.442 1.152 -5.250
H 0.928 0.301 -4.076
C 1.432 -3.772 1.720
O 1.917 -3.259 2.911
H 2.220 -4.293 1.176
H 0.706 -4.565 1.898
H 1.199 -2.924 1.076
H 2.413 -2.466 2.696
C 3.048 0.640 2.767
O 3.052 1.955 2.252
H 3.654 0.028 2.100
H 3.644 0.685 3.679
H 2.099 0.148 2.979
H 2.617 1.942 1.396
C -0.242 0.962 3.972
O -0.206 -0.416 3.737
H -1.042 1.172 4.682
H 0.685 1.374 4.371
H -0.608 1.495 3.095
H -0.010 -0.365 2.799
C -3.014 3.640 1.290
C -1.697 4.500 1.432
C -1.846 5.972 0.775
O -1.262 6.843 1.673
C -0.846 6.178 2.739
O -0.142 6.675 3.608
O -1.401 4.932 2.775
H -3.230 3.591 0.223
H -3.736 4.327 1.732
H -2.948 2.736 1.895
H -0.870 3.936 1.002
H -2.908 6.185 0.655
H -1.307 6.020 -0.171
C 0.913 -3.251 -1.921
C -0.430 -3.926 -1.510
C -1.558 -3.908 -2.490
O -1.805 -5.323 -2.724
C -1.111 -6.082 -1.812
O -1.242 -7.259 -1.709
O -0.331 -5.218 -1.076
H 1.293 -2.669 -1.081
H 1.031 -2.616 -2.799
H 1.641 -4.058 -2.003
H -0.777 -3.476 -0.580
H -1.390 -3.306 -3.383
H -2.440 -3.430 -2.064

Summary:
**Net charge**: -1
**Relative energy (zero: lowest compared OMol25 entry of this formula, charge and spin)**: 0.0 kJ/mol
**Highest occupied orbital energy**: -7.39 eV

# 3
# C14H36Cl2CoO4P3

C14H36Cl2CoO4P3 as an isolated structure at a distorted geometry (ωB97M-V with the def2-TZVPD basis set, the OMol25 dataset).

CARTESIAN COORDINATES (ANGSTROEM)
C -1.330 -0.007 -2.791
C -1.403 -0.354 -1.329
H -2.321 0.209 -3.212
H -0.867 -0.847 -3.344
H -0.679 0.860 -2.946
O -2.322 -0.971 -0.810
Cl 1.425 -0.054 -1.878
Co 0.102 0.006 -0.043
P 0.301 -2.205 0.078
C -0.839 -3.072 1.217
C 0.033 -3.141 -1.468
H 0.272 -4.188 -1.245
H 1.974 -3.918 0.439
H 0.699 -2.749 -2.242
H 2.710 -2.315 0.062
H -1.879 -2.877 0.942
H -1.009 -3.049 -1.792
C 1.929 -2.837 0.622
H -0.622 -4.141 1.121
H 2.051 -2.613 1.686
H -0.668 -2.754 2.251
P 0.080 2.221 -0.106
C -1.055 3.085 1.043
C 1.667 3.083 0.244
H 0.332 2.728 -2.461
H -0.275 4.128 -1.524
H -1.387 2.799 -1.976
C -0.363 3.046 -1.680
H 2.473 2.518 -0.233
H 1.627 4.103 -0.166
H -0.991 4.160 0.833
H -0.801 2.896 2.092
H 1.855 3.119 1.322
H -2.076 2.738 0.867
Cl 1.937 0.110 1.329
C -0.443 2.164 4.872
C 0.582 1.538 3.985
O -0.017 0.360 3.290
P -1.394 -0.175 2.523
O -2.384 -0.038 3.878
C -2.627 -1.042 4.867
C -1.301 -1.567 5.308
O -2.602 0.605 1.612
C -4.016 0.050 1.678
C -4.108 -1.437 1.544
H -1.315 2.490 4.288
H -0.008 3.043 5.338
H -0.727 1.511 5.707
H 0.943 2.169 3.164
H 1.456 1.202 4.570
H -3.182 -0.537 5.653
H -3.246 -1.816 4.406
H -0.706 -1.996 4.494
H -0.713 -0.755 5.755
H -1.445 -2.340 6.065
H -4.439 0.420 2.611
H -4.528 0.563 0.851
H -3.398 -2.005 2.169
H -5.130 -1.715 1.848
H -3.966 -1.740 0.501

Summary:
**Net charge**: +2
**Multiplicity**: 5
**Highest occupied orbital energy (spin up / spin down)**: -15.46 / -15.40 eV

# 4
# C14H36ClIOP3Rh

C14H36ClIOP3Rh as an isolated structure at a distorted geometry (ωB97M-V with the def2-TZVPD basis set, the OMol25 dataset).

CARTESIAN COORDINATES (ANGSTROEM)
C 1.193 -4.105 -2.419
C 0.954 -3.004 -1.444
H 1.806 -4.883 -1.929
H 1.729 -3.728 -3.319
H 0.216 -4.542 -2.723
O 1.320 -2.858 -0.304
I -0.526 -1.644 -3.003
Rh -0.103 -0.573 -0.799
P -1.483 -2.024 0.301
C -1.133 -2.132 2.097
C -3.160 -1.302 0.035
H -3.870 -2.136 -0.090
H -2.561 -4.198 0.323
H -3.145 -0.682 -0.877
H -1.900 -3.786 -1.318
H -1.921 -1.597 2.652
H -3.420 -0.698 0.923
C -1.704 -3.771 -0.231
H -1.131 -3.203 2.374
H -0.770 -4.326 0.005
H -0.137 -1.695 2.293
P 2.189 -0.003 -1.085
C 2.975 0.251 0.526
C 3.296 -1.157 -1.925
H 2.059 1.429 -3.019
H 3.557 1.696 -2.085
H 2.013 2.396 -1.548
C 2.475 1.532 -2.014
H 2.905 -1.408 -2.916
H 4.284 -0.686 -2.044
H 3.974 0.673 0.376
H 3.065 -0.716 1.027
H 3.410 -2.078 -1.338
H 2.399 0.921 1.161
Cl -0.821 1.225 -2.469
C 0.030 3.936 -0.641
C 0.387 2.874 0.422
P -0.639 1.353 0.494
C -0.699 1.132 2.378
C 0.637 1.040 3.090
C -2.332 2.068 0.138
C -2.900 3.020 1.200
H 0.900 4.607 -0.785
H -0.809 4.561 -0.307
H -0.219 3.472 -1.597
H 1.427 2.538 0.296
H 0.333 3.342 1.416
H -1.285 1.974 2.757
H -1.303 0.232 2.537
H 1.220 1.967 3.012
H 0.414 0.887 4.167
H 1.249 0.192 2.766
H -2.217 2.580 -0.832
H -3.016 1.225 -0.048
H -2.170 3.774 1.537
H -3.753 3.565 0.742
H -3.291 2.475 2.068

Summary:
**Net charge**: +2
**Relative energy (zero: lowest compared OMol25 entry of this formula, charge and spin)**: 0.0 kJ/mol
**Multiplicity**: 5
**Highest occupied orbital energy (spin up / spin down)**: -13.28 / -15.66 eV

# 5
# C14H37BF6HgN4O7S2

C14H37BF6HgN4O7S2 as an isolated structure at a distorted geometry (ωB97M-V with the def2-TZVPD basis set, the OMol25 dataset).

CARTESIAN COORDINATES (ANGSTROEM)
Hg -14.723 -2.598 -7.216
C -15.619 0.553 -4.582
F -16.183 0.314 -3.393
F -16.416 0.102 -5.544
F -15.494 1.866 -4.699
S -13.849 -0.204 -4.802
O -12.878 0.766 -4.410
O -14.022 -1.402 -4.015
N -13.940 -0.575 -6.533
S -13.186 0.678 -7.205
O -13.366 0.614 -8.643
O -13.467 1.982 -6.674
C -11.278 0.386 -6.897
F -10.705 -0.125 -7.963
F -10.614 1.519 -6.606
F -11.073 -0.406 -5.839
B -16.825 -2.014 -8.686
H -16.841 -0.908 -8.358
H -17.653 -2.273 -9.441
H -15.788 -2.297 -9.127
H -16.929 -2.610 -7.700
C -14.137 -1.567 -11.389
C -13.779 -2.771 -10.505
C -12.947 -3.892 -11.181
O -12.749 -4.857 -10.168
C -11.971 -5.965 -10.591
N -13.288 -2.354 -9.168
H -13.216 -1.096 -11.748
H -14.650 -0.740 -10.897
H -14.779 -1.835 -12.228
H -14.663 -3.363 -10.252
H -11.979 -3.428 -11.413
H -13.543 -4.277 -12.008
H -12.373 -6.487 -11.466
H -11.925 -6.663 -9.759
H -10.989 -5.623 -10.932
H -12.298 -2.570 -9.206
H -13.255 -1.332 -9.194
C -11.626 -4.160 -4.510
C -11.697 -3.636 -5.918
C -10.428 -3.927 -6.759
O -10.414 -3.181 -7.951
C -9.108 -3.145 -8.500
N -12.928 -4.231 -6.641
H -12.531 -4.018 -3.922
H -10.912 -3.532 -3.967
H -11.263 -5.189 -4.468
H -11.849 -2.559 -5.902
H -10.277 -4.992 -6.984
H -9.511 -3.722 -6.193
H -8.988 -2.595 -9.435
H -8.685 -4.141 -8.641
H -8.519 -2.526 -7.813
H -12.514 -4.241 -7.576
H -12.849 -5.229 -6.437
C -17.210 -4.653 -3.912
C -16.222 -4.251 -5.057
C -16.445 -5.204 -6.253
O -15.639 -4.721 -7.316
C -15.754 -5.455 -8.517
N -16.355 -2.811 -5.360
H -16.738 -5.297 -3.173
H -18.126 -5.039 -4.358
H -17.452 -3.738 -3.369
H -15.209 -4.379 -4.668
H -17.513 -5.289 -6.474
H -16.067 -6.208 -6.034
H -15.535 -6.501 -8.253
H -15.025 -5.215 -9.284
H -16.767 -5.479 -8.925
H -17.279 -2.618 -5.755
H -16.527 -2.492 -4.408

Summary:
**Relative energy (zero: lowest compared OMol25 entry of this formula, charge and spin)**: 195.5 kJ/mol
**Highest occupied orbital energy**: -9.24 eV

# 6
# C14H37FeO5

C14H37FeO5 as an isolated structure at a distorted geometry (ωB97M-V with the def2-TZVPD basis set, the OMol25 dataset).

CARTESIAN COORDINATES (ANGSTROEM)
Fe 1.518 0.260 1.710
C -1.007 0.875 -1.618
C 0.379 1.317 -1.131
O 0.900 0.576 -0.056
H -1.236 1.342 -2.572
H -1.776 0.946 -0.852
H -0.976 -0.196 -1.853
H 0.249 2.340 -0.753
H 1.075 1.247 -1.971
C 2.730 -2.155 -1.519
C 2.681 -2.442 -0.039
C 3.668 -3.475 0.447
O 2.907 -1.202 0.725
H 1.951 -1.537 -1.969
H 2.697 -3.121 -2.025
H 3.652 -1.634 -1.797
H 1.671 -2.758 0.228
H 4.695 -3.301 0.113
H 3.386 -4.466 0.090
H 3.726 -3.545 1.534
H 3.823 -0.934 0.586
C 3.896 3.790 1.683
C 3.211 2.772 0.775
C 3.869 2.576 -0.567
O 3.153 1.455 1.493
H 3.298 4.691 1.812
H 4.813 4.160 1.218
H 4.195 3.402 2.657
H 2.151 3.014 0.688
H 3.418 1.742 -1.102
H 4.947 2.417 -0.503
H 3.755 3.525 -1.095
H 4.037 1.277 1.845
C -4.824 -0.306 -0.553
C -5.429 0.716 -1.535
C -4.814 0.480 -2.897
O -6.830 0.519 -1.637
H -5.363 -1.250 -0.619
H -4.906 0.033 0.488
H -3.749 -0.376 -0.739
H -5.162 1.689 -1.107
H -3.923 1.100 -3.042
H -5.448 1.019 -3.613
H -4.694 -0.545 -3.231
H -7.194 0.699 -0.762
C -1.601 -2.209 0.886
C -1.305 -1.029 1.766
C -2.286 -0.726 2.871
O 0.129 -1.175 2.160
H -0.828 -2.372 0.136
H -2.537 -2.093 0.338
H -1.713 -3.107 1.502
H -1.318 -0.137 1.131
H -3.278 -0.864 2.438
H -2.265 0.277 3.291
H -2.189 -1.466 3.673
H 0.068 -1.835 2.869

Summary:
**Net charge**: +2
**Relative energy (zero: lowest compared OMol25 entry of this formula, charge and spin)**: 0.0 kJ/mol
**Multiplicity**: 6
**Highest occupied orbital energy (spin up / spin down)**: -14.04 / -14.04 eV

# 7
# C14H38AlBBrF6N2O9PS

C14H38AlBBrF6N2O9PS as an isolated structure at a distorted geometry (ωB97M-V with the def2-TZVPD basis set, the OMol25 dataset).

CARTESIAN COORDINATES (ANGSTROEM)
C 3.541 -1.055 4.038
C 2.602 -0.420 3.133
O 2.636 -0.440 1.840
O 1.615 0.301 3.575
C 0.703 -0.241 4.528
P -0.253 -1.852 4.050
H 3.365 -0.799 5.076
H 3.448 -2.128 3.964
H 4.590 -0.765 3.818
H 1.154 -0.405 5.515
H -0.061 0.531 4.632
H -1.012 -1.642 5.251
H -0.646 -1.250 2.831
H 0.877 -2.689 4.185
H -1.083 -3.003 3.748
O 0.393 0.774 7.706
H 1.303 0.599 8.045
H 0.327 1.667 7.298
H -0.286 0.640 8.405
B -2.367 -1.817 -0.183
F -3.184 -0.950 -0.894
F -1.409 -2.386 -0.998
F -1.661 -0.990 0.836
F -3.098 -2.768 0.479
Al -1.345 0.966 0.872
Br 2.682 -2.383 1.362
F 5.846 -1.602 5.007
C 2.433 5.771 1.827
C 2.976 4.471 1.242
C 2.185 4.009 0.014
C 0.788 3.761 0.362
N -0.314 3.564 0.662
H 1.406 5.652 2.183
H 3.037 6.089 2.679
H 2.450 6.563 1.083
H 2.960 3.690 2.003
H 4.017 4.610 0.953
H 2.609 3.084 -0.384
H 2.217 4.767 -0.770
F 3.415 1.243 0.779
C -0.253 9.906 -0.077
C -0.917 8.643 -0.582
O -0.083 8.212 -1.664
S 1.440 8.602 -1.357
O 2.100 7.473 -0.807
O 1.958 9.301 -2.470
O 1.152 9.634 -0.166
H -0.479 10.761 -0.716
H -0.525 10.138 0.949
H -1.931 8.813 -0.932
H -0.922 7.861 0.181
C -2.904 -6.262 -3.459
N -1.815 -5.311 -3.894
C -0.914 -5.077 -2.731
C -2.433 -4.018 -4.296
C -0.972 -5.887 -5.007
C -1.679 -6.136 -6.315
O -2.714 -7.072 -6.127
H -3.287 -5.910 -2.503
H -3.719 -6.269 -4.182
H -2.479 -7.254 -3.349
H -1.501 -4.646 -1.926
H -0.129 -4.386 -3.030
H -0.487 -6.028 -2.425
H -3.144 -4.200 -5.096
H -1.646 -3.342 -4.625
H -2.949 -3.605 -3.433
H -0.564 -6.819 -4.618
H -0.158 -5.180 -5.170
H -0.948 -6.535 -7.027
H -2.079 -5.207 -6.737
H -3.118 -7.256 -6.982
O -5.748 -7.928 -4.870
H -4.942 -7.895 -5.398

Summary:
**Highest occupied orbital energy**: -4.51 eV